No. 1
A molecular structure, C25H30GeN5Ru in a non-equilibrium geometry. Source: OMol25; level of theory: ωB97M-V/def2-TZVPD.

- net charge = 0
- E_HOMO (alpha / beta) (eV) = -5.70 / -5.88
- energy relative to the best compared isomer or geometry (same formula, charge and spin) (kcal/mol) = 67.4
- multiplicity = 2

Element x y z (Å)
Ru (0.50, 0.82, 0.34)
C (-0.42, -0.17, 2.49)
C (0.83, -0.80, 2.27)
C (1.83, 0.18, 2.30)
C (1.20, 1.44, 2.54)
C (-0.19, 1.21, 2.68)
H (-1.38, -0.65, 2.54)
H (0.98, -1.86, 2.13)
H (2.89, 0.01, 2.19)
H (1.71, 2.39, 2.64)
H (-0.95, 1.95, 2.91)
C (-0.86, -1.88, -1.74)
N (-1.14, -1.81, -0.33)
C (-2.51, -1.56, 0.01)
C (-2.84, -0.10, -0.10)
N (-2.01, 0.87, -0.37)
C (-2.80, 2.02, -0.34)
C (-2.45, 3.35, -0.53)
C (-3.44, 4.30, -0.43)
C (-4.77, 3.95, -0.15)
C (-5.14, 2.64, 0.05)
C (-4.13, 1.69, -0.05)
N (-4.13, 0.31, 0.09)
C (0.53, -1.45, -2.05)
N (0.96, -0.21, -2.00)
C (2.28, -0.29, -2.45)
C (3.21, 0.73, -2.69)
C (4.45, 0.37, -3.17)
C (4.78, -0.97, -3.43)
C (3.87, -1.99, -3.22)
C (2.62, -1.61, -2.74)
N (1.48, -2.33, -2.47)
H (-1.51, -1.17, -2.24)
H (-1.05, -2.87, -2.19)
H (-0.72, -2.54, 0.22)
H (-2.69, -1.88, 1.04)
H (-3.23, -2.11, -0.62)
H (-1.42, 3.63, -0.74)
H (-3.19, 5.35, -0.58)
H (-5.52, 4.73, -0.08)
H (-6.16, 2.36, 0.28)
H (-4.91, -0.27, 0.34)
H (2.95, 1.76, -2.50)
H (5.19, 1.13, -3.37)
H (5.77, -1.21, -3.81)
H (4.12, -3.02, -3.44)
H (1.35, -3.33, -2.57)
C (0.84, 4.05, -2.31)
Ge (1.70, 3.87, -0.54)
C (3.48, 4.65, -0.70)
C (0.73, 4.90, 0.82)
C (1.80, 1.96, -0.12)
H (0.37, 5.03, -2.42)
H (0.10, 3.27, -2.46)
H (1.59, 3.95, -3.10)
H (3.41, 5.70, -1.01)
H (4.09, 4.12, -1.44)
H (4.01, 4.61, 0.26)
H (0.37, 5.84, 0.40)
H (1.40, 5.13, 1.65)
H (-0.12, 4.35, 1.22)
H (2.83, 1.57, -0.02)

Atomic partial charges in e from the Mulliken method, atoms 1 to 5: Ru 0.315; C -0.837; C -0.180; C -0.654; C -1.027

No. 2
2 unconnected molecules or ions with the total composition C3H8BNO2 in a non-equilibrium geometry. Source: OMol25; level of theory: ωB97M-V/def2-TZVPD.

- SMILES string = C=C(C)N.O=BO
- net charge = 0
- E_HOMO (eV) = -8.11
- energy relative to the best compared isomer or geometry (same formula, charge and spin) (kcal/mol) = 28.1

Element x y z (Å)
B (2.54, 2.60, 0.80)
C (-0.40, 0.03, 0.04)
C (-0.11, -0.48, -1.37)
C (-0.53, -0.70, 1.12)
N (-0.52, 1.44, 0.04)
O (2.43, 2.49, -0.36)
O (2.49, 2.82, 2.07)
H (-0.91, -0.10, -1.93)
H (0.75, 0.00, -1.81)
H (-0.11, -1.58, -1.41)
H (-0.96, -0.29, 2.01)
H (-0.57, -1.74, 1.08)
H (-1.02, 1.87, 0.79)
H (0.20, 2.02, -0.38)
H (3.23, 2.59, 2.70)

Atomic partial charges in e from the Mulliken method, atoms 1 to 5: B 0.475; C 0.835; C -1.074; C -1.114; N -0.524

No. 3
5 unconnected molecules or ions with the total composition C30H56N4O16PS in a non-equilibrium geometry. Source: OMol25; level of theory: ωB97M-V/def2-TZVPD.

- net charge = +1
- E_HOMO (eV) = -11.51

Element x y z (Å)
C (4.73, -6.02, 1.01)
C (4.47, -4.45, 0.61)
C (5.76, -3.82, -0.26)
C (5.31, -2.29, -0.68)
C (4.36, -2.45, -2.05)
N (3.17, -1.50, -1.93)
C (2.45, -0.99, -2.98)
N (2.85, -1.45, -4.40)
P (2.25, -3.08, -4.76)
O (1.07, -3.54, -3.56)
O (3.60, -4.23, -4.62)
S (1.54, -3.33, -6.56)
N (1.30, -0.03, -2.92)
C (0.03, -0.59, -2.34)
O (0.19, -1.56, -1.25)
C (-1.06, -2.33, -1.01)
C (-2.37, -1.40, -0.67)
C (-2.13, -0.33, 0.58)
C (1.66, 1.34, -2.40)
C (2.08, 1.42, -0.82)
O (1.49, 0.78, 0.20)
N (3.28, 2.31, -0.43)
C (3.71, 2.00, 1.01)
C (4.50, 1.98, -1.26)
H (3.68, -6.52, 1.19)
H (5.45, -6.06, 1.93)
H (5.28, -6.57, 0.11)
H (3.50, -4.30, -0.07)
H (4.39, -3.73, 1.56)
H (5.93, -4.45, -1.25)
H (6.75, -3.86, 0.37)
H (6.32, -1.73, -0.97)
H (4.78, -1.69, 0.18)
H (4.02, -3.57, -2.10)
H (5.10, -2.17, -2.95)
H (2.91, -1.23, -0.94)
H (3.88, -1.33, -4.55)
H (1.53, -3.73, -2.68)
H (3.47, -4.82, -3.81)
H (-0.54, -1.15, -3.22)
H (-0.67, 0.33, -2.06)
H (-1.36, -3.02, -1.91)
H (-0.90, -3.04, -0.08)
H (-3.34, -2.05, -0.45)
H (-2.67, -0.72, -1.60)
H (-1.01, 0.00, 0.68)
H (-2.77, 0.65, 0.37)
H (-2.56, -0.84, 1.55)
H (0.69, 2.02, -2.53)
H (2.45, 1.79, -3.15)
H (2.90, 2.26, 1.82)
H (4.08, 0.87, 1.05)
H (4.68, 2.65, 1.27)
H (5.40, 2.62, -0.80)
H (4.43, 2.29, -2.38)
H (4.86, 0.85, -1.13)
C (-0.89, 2.62, 2.60)
C (-2.08, 3.42, 3.10)
C (-2.52, 3.05, 4.49)
O (-3.88, 3.44, 4.48)
C (-4.30, 3.34, 3.18)
O (-5.46, 3.42, 2.82)
O (-3.24, 3.14, 2.34)
H (-0.72, 2.81, 1.54)
H (0.02, 2.88, 3.15)
H (-1.06, 1.54, 2.70)
H (-1.87, 4.49, 3.01)
H (-1.96, 3.58, 5.26)
H (-2.47, 1.97, 4.69)
C (-7.95, 4.30, 1.14)
C (-9.07, 3.42, 0.63)
C (-9.65, 2.52, 1.68)
O (-10.19, 1.46, 0.90)
C (-9.42, 1.40, -0.23)
O (-9.46, 0.49, -1.04)
O (-8.59, 2.48, -0.33)
H (-7.45, 4.81, 0.30)
H (-8.33, 5.06, 1.83)
H (-7.18, 3.72, 1.65)
H (-9.84, 4.03, 0.14)
H (-10.44, 3.01, 2.26)
H (-8.91, 2.10, 2.36)
C (2.84, 6.83, -2.14)
C (2.52, 7.13, -0.69)
C (3.73, 7.28, 0.18)
O (3.21, 6.95, 1.46)
C (2.16, 6.10, 1.25)
O (1.60, 5.46, 2.12)
O (1.84, 6.04, -0.08)
H (1.93, 6.57, -2.69)
H (3.31, 7.70, -2.62)
H (3.51, 5.98, -2.23)
H (1.86, 8.01, -0.63)
H (4.13, 8.29, 0.17)
H (4.53, 6.56, -0.06)
C (-1.90, -7.61, 0.29)
C (-1.49, -6.55, 1.29)
C (-2.21, -6.63, 2.60)
O (-2.13, -5.30, 3.07)
C (-2.06, -4.50, 1.97)
O (-2.16, -3.29, 1.98)
O (-1.85, -5.25, 0.84)
H (-1.47, -7.40, -0.69)
H (-1.56, -8.60, 0.62)
H (-2.98, -7.64, 0.16)
H (-0.40, -6.56, 1.43)
H (-1.74, -7.33, 3.30)
H (-3.27, -6.90, 2.50)

Atomic partial charges in e from the Mulliken method, atoms 1 to 5: C -0.937; C -0.042; C -0.833; C -0.156; C -0.295

No. 4
C2H6N2O3 in the gas phase in a non-equilibrium geometry. Source: OMol25; level of theory: ωB97M-V/def2-TZVPD.

- SMILES string = O=C(CNO)NO
- net charge = 0
- E_HOMO (eV) = -9.30
- energy relative to the best compared isomer or geometry (same formula, charge and spin) (kcal/mol) = 120.4

Element x y z (Å)
C (1.12, 0.18, -0.26)
N (-1.01, -1.16, -0.26)
N (0.31, 1.35, -0.03)
C (0.22, -0.99, 0.35)
O (-1.46, -0.34, -1.31)
O (-0.25, 1.07, 1.41)
O (0.70, -1.88, 1.02)
H (-1.32, 0.58, -1.00)
H (-1.22, 0.96, 1.34)
H (-1.31, -2.11, -0.39)
H (0.91, 2.15, 0.17)
H (1.24, 0.02, -1.33)
H (2.06, 0.16, 0.29)

Atomic partial charges in e from the Mulliken method, atoms 1 to 5: C -0.473; N -0.148; N -0.413; C 0.591; O -0.413

No. 5
A molecular structure, C8H33MnN14O12 in a non-equilibrium geometry. Source: OMol25; level of theory: ωB97M-V/def2-TZVPD.

- net charge = 0
- E_HOMO (alpha / beta) (eV) = -3.96 / -8.66
- multiplicity = 7

Element x y z (Å)
Mn (-3.22, 1.27, -1.43)
O (0.40, -0.83, -0.75)
C (-0.11, 0.42, -0.75)
O (0.75, 1.26, -0.60)
O (-1.32, 0.66, -0.82)
H (1.23, -0.35, -0.70)
O (1.50, 4.09, -0.22)
H (1.35, 3.32, -0.77)
H (2.19, 3.83, 0.38)
O (-2.12, 2.63, -2.81)
H (-1.19, 2.75, -2.98)
H (-2.50, 3.51, -2.89)
C (1.24, -3.74, -2.79)
O (1.82, -3.80, -3.83)
N (0.02, -4.03, -2.59)
N (1.64, -3.21, -1.77)
H (-0.38, -4.06, -1.66)
H (-0.19, -4.82, -3.17)
H (1.06, -2.80, -1.05)
H (2.60, -2.89, -1.85)
C (4.00, -0.54, -1.53)
O (4.62, -1.20, -2.33)
N (3.54, 0.60, -1.80)
N (3.83, -0.87, -0.26)
H (2.77, 0.99, -1.26)
H (3.70, 1.05, -2.69)
H (4.32, -1.66, 0.14)
H (3.46, -0.26, 0.47)
C (0.38, 2.80, 3.63)
O (0.36, 1.73, 4.26)
N (0.61, 2.80, 2.36)
N (0.10, 4.00, 4.06)
H (0.85, 3.71, 1.98)
H (0.90, 1.94, 1.91)
H (-0.11, 4.03, 5.05)
H (0.26, 4.87, 3.58)
C (-1.33, -3.22, 1.03)
O (-0.61, -3.78, 0.16)
N (-1.78, -2.07, 0.88)
N (-1.77, -3.77, 2.18)
H (-2.42, -1.68, 1.57)
H (-1.37, -1.48, 0.18)
H (-1.53, -4.73, 2.40)
H (-2.56, -3.27, 2.55)
C (-2.76, 3.01, 1.21)
O (-3.12, 2.79, 0.06)
N (-2.37, 4.21, 1.51)
N (-2.70, 2.01, 2.18)
H (-1.78, 4.41, 2.31)
H (-2.22, 4.67, 0.62)
H (-3.07, 1.10, 1.94)
H (-2.09, 2.03, 2.98)
C (2.38, -0.51, 2.48)
O (2.94, 0.42, 1.93)
N (2.79, -0.86, 3.62)
N (1.31, -1.12, 2.11)
H (3.52, -0.26, 3.97)
H (2.52, -1.74, 4.03)
H (0.97, -1.89, 2.67)
H (0.87, -0.68, 1.32)
C (-2.98, -1.07, -3.49)
O (-3.43, -0.30, -2.67)
N (-3.50, -1.38, -4.62)
N (-1.76, -1.39, -3.35)
H (-4.50, -1.26, -4.60)
H (-3.25, -2.15, -5.22)
H (-1.29, -1.90, -4.08)
H (-1.47, -1.40, -2.38)

Atomic partial charges in e from the Mulliken method, atoms 1 to 5: Mn 0.181; O 0.279; C -0.347; O -0.363; O 0.303

No. 6
2 unconnected molecules or ions with the total composition C5H11N2 in a non-equilibrium geometry. Source: OMol25; level of theory: ωB97M-V/def2-TZVPD.

- net charge = +1
- E_HOMO (eV) = -11.64
- energy relative to the best compared isomer or geometry (same formula, charge and spin) (kcal/mol) = 76.8

Element x y z (Å)
C (-1.47, -0.39, 0.63)
C (-3.67, -0.30, -0.42)
C (1.42, 0.12, 0.11)
C (1.32, 1.46, 0.71)
C (1.16, -0.12, -1.35)
N (-2.66, -0.39, 0.29)
N (1.84, -0.87, 0.79)
H (-0.97, -1.05, 1.33)
H (-3.79, -0.85, -1.32)
H (-4.41, 0.40, -0.15)
H (1.68, 1.54, 1.73)
H (0.35, 1.79, 0.56)
H (1.98, 2.03, 0.04)
H (2.04, -0.88, -1.53)
H (1.25, 0.77, -1.92)
H (0.23, -0.63, -1.52)
H (1.89, -0.92, 1.76)
H (1.80, -1.72, 0.26)

Atomic partial charges in e from the Mulliken method, atoms 1 to 5: C -0.333; C -0.316; C 0.923; C -1.216; C -1.132

No. 7
2 unconnected molecules or ions with the total composition C7H14. Source: OMol25; level of theory: ωB97M-V/def2-TZVPD.

- SMILES string = C=C(C)C.C=CC
- net charge = 0
- E_HOMO (eV) = -9.25
- energy relative to the best compared isomer or geometry (same formula, charge and spin) (kcal/mol) = 32.8

Element x y z (Å)
C (0.60, -1.61, 0.36)
C (0.99, -0.99, -0.95)
C (2.43, -1.18, -1.37)
C (0.12, -0.31, -1.70)
C (-1.93, 1.33, 0.71)
C (-2.85, 0.45, 1.07)
C (-0.59, 1.50, 1.38)
H (0.72, -2.70, 0.32)
H (1.26, -1.25, 1.17)
H (-0.43, -1.38, 0.63)
H (0.22, 1.37, 0.65)
H (3.11, -0.79, -0.60)
H (2.65, -2.25, -1.49)
H (2.65, -0.68, -2.31)
H (0.41, 0.13, -2.65)
H (-0.91, -0.18, -1.38)
H (-2.12, 1.99, -0.14)
H (-3.80, 0.37, 0.55)
H (-2.70, -0.23, 1.91)
H (-0.46, 0.78, 2.19)
H (-0.50, 2.51, 1.80)

Atomic partial charges in e from the Mulliken method, atoms 1 to 5: C -1.079; C 0.978; C -1.246; C -0.972; C -0.060

no.,E_tot (eV)
1,-92957.518
2,-9503.410
3,-90850.155
4,-11290.104
5,-85586.101
6,-8333.788
7,-7484.871